Computed, not measured: a molecular structure, C13H35NO10Sr3 at a distorted geometry, with ωB97M-V/def2-TZVPD.

Results
Total energy = -1413.2341 hartree
HOMO = -0.6710 Eh
M = 628.28 g mol⁻¹
Max |F| = 17.476 eV/A
Net charge = +4

Positions of all 62 atoms, in Å:
Sr: 1.23049 -3.40231 -2.26417
Sr: 0.97620 1.03708 -4.11451
Sr: -1.57049 -0.71929 -3.63636
C: 0.31076 -0.78733 -0.77179
C: 0.06960 -1.08280 -2.21825
O: 0.30557 -0.23705 -3.08998
O: -0.40390 -2.20670 -2.55625
H: 0.02963 -1.51262 -0.00824
H: -0.30167 0.07231 -0.49963
H: 1.36211 -0.51291 -0.68544
C: -0.15544 -5.46796 0.26770
C: 0.77899 -4.45996 -0.40629
O: 0.51884 -3.21124 -0.39077
O: 1.72294 -4.88118 -1.10736
H: -0.96360 -5.61303 -0.44918
H: -0.57096 -4.97017 1.14385
H: 0.20020 -6.48601 0.42647
O: 2.28736 -1.97812 -1.71204
H: 2.46550 -1.07369 -1.96990
H: 2.78209 -2.09846 -0.90149
O: -2.13493 -0.59822 -1.86805
H: -2.57000 0.22919 -1.66228
H: -2.48379 -1.21849 -1.22791
O: 1.37570 -2.47166 -3.90451
H: 1.93960 -1.71103 -4.04483
H: 0.57466 -2.26895 -4.38770
O: -1.78433 -2.82572 0.79880
H: -2.48368 -2.41063 0.29398
H: -1.09485 -2.99747 0.15744
O: -0.65205 -4.05845 -2.51038
H: -1.21993 -4.18295 -3.27081
H: -0.99365 -3.27376 -2.08167
C: 1.78824 4.05488 2.96510
C: 1.15134 3.04751 2.04023
C: 1.14663 1.69118 2.70150
C: 0.17158 0.72302 2.20260
C: -1.19136 1.21788 2.06341
C: -1.32416 2.54751 1.31359
N: -0.18678 3.50284 1.67986
O: -0.23658 4.72238 1.04699
C: -1.25088 2.17597 -0.19093
C: -2.52625 3.19588 1.72745
C: 2.06255 2.91321 0.75523
H: 1.16232 4.14726 3.85267
H: 1.96981 5.05939 2.58288
H: 2.82903 3.85459 3.21956
H: 2.12921 1.24801 2.86356
H: 0.96791 1.88406 3.75932
H: 0.02406 -0.16183 2.82178
H: 0.63628 0.29762 1.31313
H: -1.71215 1.11865 3.01580
H: -1.62676 0.48125 1.38820
H: -1.22218 3.13458 -0.70893
H: -0.32625 1.66297 -0.45548
H: -2.00631 1.44275 -0.47348
H: -2.49046 3.69257 2.69704
H: -2.76731 4.07561 1.13072
H: -3.40338 2.54881 1.72212
H: 3.05501 2.54553 1.01587
H: 2.11660 3.93288 0.37385
H: 1.58876 2.20297 0.07759
H: -0.07548 4.41965 0.15033